<A>
C11H17B2N7Sn as an isolated structure, computed with wB97M-V/def2-TZVPD.

Kohn-Sham gap (spin up / spin down) in eV: 4.951 / 6.246
Total charge: +2
E_LUMO (spin up / spin down) in eV: -10.46 / -8.84
2S+1: 1

XYZ file:
```
38
Properties=species:S:1:pos:R:3:nbo_charge:R:1
Sn -0.58416 -1.73815 2.09888 1.60
N -2.10438 -0.07336 1.53324 -0.51
N -0.68207 1.51805 -0.91823 -0.05
N -1.63849 -1.38429 -1.07094 -0.32
N 6.80280 0.73903 1.30612 -0.20
N -0.66608 -1.66376 -0.12557 -0.53
N -1.79178 1.16127 -1.63204 -0.35
N -2.94741 -0.07390 0.41440 -0.34
C -0.69377 -3.29735 -1.64250 -0.31
C -1.76552 -2.43200 -1.89424 0.08
C -0.00061 -2.77025 -0.56244 -0.02
C -2.88132 0.38166 2.57796 0.01
C -1.84831 1.92584 -2.76117 0.21
C -4.21554 0.16373 0.79171 0.08
C -0.05815 2.44886 -1.60743 -0.08
C -0.73908 2.77247 -2.78622 -0.08
C 6.59738 0.16032 2.30321 0.24
C -4.21038 0.48950 2.14022 -0.32
C 2.47359 1.02364 -0.70924 -0.83
B 6.08146 -0.62685 3.56777 -0.47
B -2.55083 -0.12078 -1.08620 0.56
H 7.03282 -0.69754 4.34565 0.23
H -5.06785 0.83488 2.69530 0.27
H 1.72535 0.89045 -1.48876 0.19
H -2.58196 -2.47924 -2.60454 0.26
H 3.42288 1.16013 -1.12064 0.24
H 5.19777 0.09031 4.04301 0.17
H -0.41623 3.48765 -3.50910 0.28
H 5.68725 -1.70226 3.11961 0.02
H -3.53361 -0.30355 -1.75496 0.00
H -0.45166 -4.18354 -2.18349 0.27
H -2.45654 0.59870 3.54483 0.25
H -2.60532 1.82907 -3.51623 0.26
H -4.99474 0.24060 0.04739 0.26
H 2.46737 0.10411 -0.11060 0.20
H 0.90141 2.76972 -1.28827 0.26
H 2.18963 1.87072 -0.08103 0.20
H 0.90605 -3.11392 -0.07547 0.25
```



<B>
C11H17B2N7Sn as an isolated structure, computed with wB97M-V/def2-TZVPD.

Kohn-Sham gap (spin up / spin down) in eV: 4.194 / 5.396
Total charge: +2
E_LUMO (spin up / spin down) in eV: -11.38 / -10.31
2S+1: 1

XYZ file:
```
38
Properties=species:S:1:pos:R:3:nbo_charge:R:1
Sn 0.20427 -1.48106 1.37793 1.83
N 1.61318 0.03869 -1.24155 -0.29
N -0.63933 -0.92094 -1.88805 -0.33
N 1.58154 -0.48101 0.06866 -0.46
N 0.52987 0.44708 2.66948 -0.52
N -0.80199 2.16760 -0.99924 -0.06
N -0.92380 -1.46690 -0.64087 -0.42
N -0.27558 1.80555 -2.13553 -0.35
C 0.44574 0.32570 3.86400 0.40
C -1.90098 -2.78167 -2.14541 -0.31
C -1.74056 -2.56236 -0.78640 -0.01
C -1.14551 3.94457 -2.30116 -0.08
C -1.15896 -1.76711 -2.80859 0.06
C -1.76250 -1.03614 1.88216 -0.99
C 2.91282 0.09630 -1.56201 0.08
C 2.83607 -0.46499 0.62899 0.01
C -1.30965 3.35032 -1.00235 -0.08
C 3.69537 -0.16461 -0.39951 -0.30
C -0.46310 2.88571 -3.02047 0.23
B 0.29560 0.18850 5.34891 -0.53
B 0.33940 0.31279 -2.16358 0.58
H -1.46291 4.95879 -2.62716 0.29
H -1.62554 -0.79356 3.04479 0.26
H 4.75870 -0.17371 -0.34080 0.27
H -0.90002 -1.61763 -3.83655 0.25
H -0.10772 2.84785 -4.07431 0.27
H -1.79211 3.79986 -0.15891 0.26
H 0.76178 0.18112 -3.26578 -0.02
H -2.43877 -3.59531 -2.60765 0.27
H -2.29430 -2.04944 1.57752 0.26
H -2.27609 -0.16734 1.31613 0.29
H 0.36522 -2.87793 1.98290 -0.13
H 3.14754 0.25637 -2.58455 0.25
H 2.94142 -0.58976 1.74692 0.26
H 1.32174 0.61942 5.81300 0.26
H -2.21100 -3.08408 0.08303 0.24
H -0.66838 0.84297 5.65190 0.13
H 0.14855 -0.99363 5.53410 0.15
```



Here are the energies relative to the best structure, in eV: <A> 0.000; <B> 2.204.



<A>
One molecule with the formula C6H10, computed with wB97M-V/def2-TZVPD.

Structure (SMILES): C1C[C@@H]2C[C@@H]2C1
Kohn-Sham gap in eV: 10.945
E_LUMO in eV: 1.24
2S+1: 1

XYZ file:
```
16
Properties=species:S:1:pos:R:3:nbo_charge:R:1
C -1.44787 0.48952 0.46199 -0.43
C -0.48254 0.87656 -0.61407 -0.22
C 0.16187 -1.41682 0.04781 -0.40
C 0.97197 0.97070 -0.29304 -0.41
C -0.97280 -0.54728 -0.51361 -0.24
C 1.31538 -0.33042 0.45782 -0.41
H -0.82133 1.60467 -1.34577 0.22
H 1.16117 -0.17297 1.53044 0.20
H -2.44396 0.90330 0.37093 0.22
H -1.10243 0.36525 1.48763 0.20
H 2.39694 -0.55003 0.36339 0.22
H -1.60758 -0.89175 -1.32677 0.22
H 0.34866 -2.25824 -0.64756 0.22
H -0.12102 -1.90775 0.99225 0.20
H 1.56869 1.08354 -1.21100 0.20
H 1.02336 1.90438 0.27554 0.21
```



<B>
One molecule with the formula C6H10, computed with wB97M-V/def2-TZVPD.

Structure (SMILES): C=CC/C=C/C
Kohn-Sham gap in eV: 10.330
E_LUMO in eV: 1.27
2S+1: 1

XYZ file:
```
16
Properties=species:S:1:pos:R:3:nbo_charge:R:1
C -1.01077 -0.79401 -1.45457 -0.16
C 0.29363 -0.39956 -0.77296 -0.48
C 0.07565 0.18156 0.58696 -0.18
C -1.10249 -1.80740 -2.30362 -0.40
C 0.77570 1.66125 2.48955 -0.65
C 0.92657 1.02617 1.15179 -0.18
H -0.79811 -0.22333 1.09695 0.19
H -0.28129 1.84697 2.69054 0.22
H 1.01995 0.99346 3.33009 0.22
H -1.88129 -0.25032 -1.10473 0.19
H 0.81962 0.34563 -1.37734 0.22
H 1.39151 2.54060 2.65027 0.22
H -2.02474 -2.25502 -2.63529 0.20
H 0.91401 -1.29753 -0.71091 0.22
H 1.80714 1.32092 0.58401 0.19
H -0.20763 -2.31670 -2.64877 0.19
```



<C>
One molecule with the formula C6H10, computed with wB97M-V/def2-TZVPD.

Structure (SMILES): C=C(C)/C=C/C
Kohn-Sham gap in eV: 7.869
E_LUMO in eV: 0.38
2S+1: 1

XYZ file:
```
16
Properties=species:S:1:pos:R:3:nbo_charge:R:1
C 0.25203 0.13842 1.05178 0.01
C -0.12371 -0.87123 -1.14288 -0.11
C -0.86364 -0.44929 1.52638 -0.45
C -0.67435 -0.43913 -2.51324 -0.66
C 0.72691 -0.17059 -0.34280 -0.27
C 1.02199 1.21902 1.78514 -0.65
H -0.65581 -1.74988 -0.77837 0.19
H 1.21947 0.91746 2.79674 0.22
H 1.75938 0.12006 -0.53469 0.21
H -1.65699 -0.61056 0.82053 0.20
H 0.44690 2.14607 1.82846 0.22
H 1.91540 1.54310 1.23983 0.21
H -1.73687 -0.64809 -2.36454 0.23
H -0.35614 0.58510 -2.69601 0.22
H -0.98651 -0.58077 2.58847 0.20
H -0.28807 -1.14967 -3.26478 0.22
```



Here are the energies relative to the best structure, in eV: <A> 0.000; <B> 0.378; <C> 2.333.



<A>
An isolated ion of composition C6H6N and charge +1, computed with wB97M-V/def2-TZVPD.

Kohn-Sham gap (spin up / spin down) in eV: 7.120 / 7.111
Total charge: +1
E_LUMO (spin up / spin down) in eV: -6.44 / -6.44
2S+1: 1

XYZ file:
```
13
Properties=species:S:1:pos:R:3:nbo_charge:R:1
N -0.98992 0.62979 0.00699 -0.29
C 0.54399 -1.39691 0.04073 0.19
C 2.26804 0.46253 0.03584 -0.13
C -2.33376 0.44982 0.01633 -0.47
C 0.05793 1.17497 -0.05655 0.51
C 1.36707 1.43377 -0.07191 -0.13
C 1.71387 -0.94214 -0.06322 -0.36
H -2.95124 1.03271 0.73559 0.27
H 3.26381 0.57274 0.18353 0.24
H -0.34373 -2.02835 -0.33987 0.30
H -2.29063 -0.61494 0.35908 0.25
H 2.50296 -1.68228 0.03695 0.37
H -2.80840 0.90829 -0.88349 0.28
```



<B>
An isolated ion of composition C6H6N and charge +1, computed with wB97M-V/def2-TZVPD.

Kohn-Sham gap (spin up / spin down) in eV: 6.822 / 7.713
Total charge: +1
E_LUMO (spin up / spin down) in eV: -7.38 / -7.50
2S+1: 1

XYZ file:
```
13
Properties=species:S:1:pos:R:3:nbo_charge:R:1
N -0.95763 2.01367 -0.55604 -0.60
C -1.25095 -0.17491 0.45603 0.35
C 0.90309 0.39280 -0.37531 -0.50
C 0.98349 -1.02994 0.15769 -0.38
C -0.44889 -1.34103 0.64992 -0.60
C -0.49980 0.84061 -0.18733 0.21
C 1.92648 1.01409 -0.92897 0.48
H -1.93435 2.24086 -0.40700 0.44
H 1.70655 -1.08165 0.97482 0.26
H -0.35770 2.70965 -0.98232 0.44
H 1.32266 -1.71556 -0.62173 0.26
H -0.47989 -1.67771 1.69646 0.31
H -0.91305 -2.19088 0.12377 0.32
```



<C>
An isolated ion of composition C6H6N and charge +1, computed with wB97M-V/def2-TZVPD.

Structure (SMILES): C1=CC=1C=[N+]1CC1
Kohn-Sham gap in eV: 9.095
Total charge: +1
E_LUMO in eV: -4.99
2S+1: 1

XYZ file:
```
13
Properties=species:S:1:pos:R:3:nbo_charge:R:1
N 0.69624 -0.31999 0.04612 -0.28
C 1.33502 0.96303 0.08801 -0.22
C -2.87718 0.23010 0.50604 -0.12
C -0.44420 -0.92313 0.05509 0.22
C -2.59756 0.20108 -0.81142 0.09
C -1.63959 -0.27960 0.23175 -0.08
C 1.97675 -0.29513 -0.43611 -0.21
H 1.35044 1.34939 1.09576 0.25
H 2.91616 -0.69047 0.10536 0.27
H -3.31393 0.55420 1.42993 0.28
H 2.05907 -0.30613 -1.52557 0.25
H 0.81693 1.69456 -0.56743 0.24
H -0.27815 -2.17789 -0.21755 0.31
```



<D>
An isolated ion of composition C6H6N and charge +1, computed with wB97M-V/def2-TZVPD.

Structure (SMILES): C=C=C(C#[NH+])C=C
Kohn-Sham gap in eV: 8.569
Total charge: +1
E_LUMO in eV: -5.68
2S+1: 1

XYZ file:
```
13
Properties=species:S:1:pos:R:3:nbo_charge:R:1
N -1.81805 -1.30514 -0.28503 -0.41
C 0.36229 -0.38731 -0.06630 -0.35
C 2.92736 -0.23118 0.08348 -0.39
C -0.65428 -1.33059 -0.08308 0.63
C -0.47962 0.96149 -0.13658 -0.07
C -1.77888 0.99440 0.08833 -0.47
C 1.66384 -0.47354 0.03433 0.27
H 3.32801 -0.01529 -0.90443 0.28
H 3.45205 -0.60571 0.96572 0.29
H -2.79771 -1.54291 -0.37172 0.50
H -1.90223 0.37084 0.97253 0.22
H -2.37364 1.94889 0.39374 0.28
H 0.07086 1.61604 -0.69099 0.22
```



Here are the energies relative to the best structure, in eV: <A> 1.472; <B> 1.232; <C> 0.810; <D> 0.000.



<A>
C4H11N3 as an isolated structure, computed with wB97M-V/def2-TZVPD.

Kohn-Sham gap in eV: 9.632
E_LUMO in eV: 1.04
2S+1: 1

XYZ file:
```
18
Properties=species:S:1:pos:R:3:nbo_charge:R:1
N 1.93617 -0.25213 0.20918 -0.83
N 1.57092 1.45073 1.82724 -0.81
N -0.13335 0.74899 0.45221 -0.62
C -1.85681 0.41417 -1.19037 -0.65
C -0.71472 -0.13186 -0.36705 0.33
C -0.87648 -1.58046 0.06601 -0.68
C 1.13305 0.59187 0.84236 0.59
H 0.97525 2.24888 1.98493 0.40
H 0.44963 -0.41467 -1.47918 -0.10
H 2.56027 1.62084 1.90546 0.38
H -1.69531 -1.61996 0.79103 0.22
H 0.03353 -1.95341 0.52866 0.24
H -1.13657 -2.21698 -0.77920 0.22
H 1.28729 -0.47001 -0.97960 0.28
H 2.92866 -0.08680 0.32508 0.37
H -2.74518 0.48792 -0.55555 0.22
H -1.62084 1.41043 -1.55866 0.23
H -2.09554 -0.24755 -2.02257 0.22
```



<B>
A 2-piece molecular cluster, C4H11N3 overall, computed with wB97M-V/def2-TZVPD.

Structure (SMILES): C=NC(N)N.C=C
Kohn-Sham gap in eV: 9.365
E_LUMO in eV: 1.09
2S+1: 1

XYZ file:
```
18
Properties=species:S:1:pos:R:3:nbo_charge:R:1
N -1.14775 1.43500 0.51505 -0.86
N -0.82075 -0.56282 -0.93804 -0.44
N -2.24776 -0.58089 0.90101 -0.83
C 2.02583 -0.39083 -0.41699 -0.41
C 1.58961 -0.35941 0.88629 -0.49
C -1.10438 0.00976 0.29060 0.27
C 0.03360 0.00606 -1.72219 -0.10
H 2.21050 -1.33626 -0.90812 0.21
H 2.47414 0.48286 -0.87312 0.20
H 0.22770 1.08339 -1.72269 0.15
H -0.33001 1.90885 0.15356 0.36
H -1.98733 1.82826 0.10223 0.37
H 1.75536 0.53078 1.48577 0.22
H 0.01891 -0.27535 0.81650 0.20
H -2.28682 -0.40200 1.89525 0.37
H -2.30732 -1.56694 0.68752 0.38
H 0.33306 -0.53147 -2.61416 0.19
H 1.56342 -1.27900 1.46153 0.22
```



Here are the energies relative to the best structure, in eV: <A> 0.000; <B> 0.754.



<A>
One molecule with the formula C4H11N3, computed with wB97M-V/def2-TZVPD.

Structure (SMILES): [H]/N=C(\N)NCCC
Kohn-Sham gap in eV: 9.625
E_LUMO in eV: 0.96
2S+1: 1

XYZ file:
```
18
Properties=species:S:1:pos:R:3:nbo_charge:R:1
N -0.34015 1.15003 -2.22199 -0.83
N -1.64765 1.50481 -0.32507 -0.84
N 0.62429 1.10109 -0.10023 -0.64
C 0.57685 0.23773 1.05253 -0.21
C 0.01751 -2.08877 0.17282 -0.62
C 1.07993 -1.18514 0.81035 -0.41
C -0.42332 1.32198 -0.96120 0.61
H -1.74722 1.94524 0.57812 0.38
H 1.26245 0.65061 1.80330 0.19
H 0.07532 -2.19626 -0.90510 0.22
H -0.40307 0.25754 1.51325 0.20
H 0.14450 -3.10690 0.55499 0.20
H 1.91822 -1.13822 0.11274 0.21
H -1.00573 -1.83695 0.46009 0.20
H 1.50221 1.47413 -0.41233 0.40
H -0.73914 1.81629 -2.86609 0.36
H 1.49126 -1.66133 1.70012 0.20
H -2.38625 1.75411 -0.96630 0.39
```



<B>
One molecule with the formula C4H11N3, computed with wB97M-V/def2-TZVPD.

Structure (SMILES): N/C=N\CCCN
Kohn-Sham gap in eV: 9.580
E_LUMO in eV: 0.89
2S+1: 1

XYZ file:
```
18
Properties=species:S:1:pos:R:3:nbo_charge:R:1
N 1.25967 1.08809 -1.96315 -0.85
N -1.03331 -1.55440 1.52298 -0.84
N 1.06969 -0.24837 -0.01046 -0.52
C -1.65823 -0.81364 0.39568 -0.22
C 0.24637 0.76771 0.73482 -0.26
C -1.26503 0.66203 0.51425 -0.43
C 1.70832 0.15195 -1.02725 0.30
H -1.49146 1.25165 -0.37693 0.19
H 2.53067 -0.41608 -1.46466 0.16
H 0.41578 1.55729 -1.68155 0.38
H -1.22042 -2.54985 1.37558 0.35
H 0.75358 1.69517 0.47735 0.19
H 1.38430 0.88060 -2.93560 0.40
H -1.82759 1.02901 1.37243 0.22
H 0.43502 0.51150 1.76725 0.22
H -1.35778 -1.18528 -0.59074 0.17
H -0.04084 -1.64813 1.29002 0.37
H -2.70962 -1.06004 0.54685 0.19
```



Here are the energies relative to the best structure, in eV: <A> 0.000; <B> 0.634.



<A>
One molecule with the formula C4H11N3, computed with wB97M-V/def2-TZVPD.

Structure (SMILES): [H]/N=C/NCCCN
Kohn-Sham gap in eV: 9.691
E_LUMO in eV: 0.89
2S+1: 1

XYZ file:
```
18
Properties=species:S:1:pos:R:3:nbo_charge:R:1
N 2.86262 -1.46414 -0.30808 -0.75
N -2.06445 1.69130 0.74474 -0.82
N 0.69294 -1.07901 0.47072 -0.62
C 1.84621 -1.78861 0.41005 0.28
C -0.58535 0.50093 -1.04349 -0.43
C 0.58146 0.25224 -0.10392 -0.23
C -1.92201 0.67899 -0.31583 -0.21
H 0.59431 0.95472 0.74074 0.18
H -1.94641 2.63734 0.38475 0.34
H -0.30328 1.44744 -1.51253 0.20
H -0.71115 -0.33763 -1.71024 0.22
H -2.76386 0.83827 -0.97864 0.20
H 3.62501 -1.98837 0.12756 0.34
H -0.04359 -1.54672 0.96934 0.39
H -2.03539 -0.25230 0.24947 0.17
H -1.26587 1.63238 1.37095 0.34
H 1.52765 0.45657 -0.59128 0.25
H 1.91115 -2.63341 1.09568 0.15
```



<B>
A 2-piece molecular cluster, C4H11N3 overall, computed with wB97M-V/def2-TZVPD.

Kohn-Sham gap in eV: 4.244
E_LUMO in eV: -2.65
2S+1: 1

XYZ file:
```
18
Properties=species:S:1:pos:R:3:nbo_charge:R:1
N -3.87511 -0.29246 -0.14404 -1.21
N 2.86468 -0.69362 -0.22847 -0.70
N 1.34638 0.74464 1.45764 -0.74
C 1.65415 -0.29125 -0.63198 0.17
C -0.53637 0.76081 -0.16108 -0.48
C -1.28657 -0.48831 -0.54575 -0.62
C 0.83873 0.42786 0.28912 0.22
H -4.09447 0.11279 0.76006 0.33
H -0.97151 1.42677 0.59598 0.24
H -2.44296 -0.23616 -0.41091 0.35
H -1.23197 -1.31428 0.16100 0.22
H -1.19929 -0.82558 -1.57374 0.22
H 2.95516 -0.31389 0.72722 0.43
H -4.70517 -0.59009 -0.64048 0.35
H 0.67886 0.51898 2.19416 0.37
H -0.48615 1.41304 -1.04367 0.23
H 1.32375 -0.54681 -1.63321 0.22
H 3.68821 -0.48939 -0.77682 0.41
```



<C>
One molecule with the formula C4H11N3, computed with wB97M-V/def2-TZVPD.

Structure (SMILES): [H]/N=C/[C@@H](C)N(C)N
Kohn-Sham gap in eV: 9.325
E_LUMO in eV: 1.02
2S+1: 1

XYZ file:
```
18
Properties=species:S:1:pos:R:3:nbo_charge:R:1
N -1.12403 -1.48012 1.28462 -0.65
N 0.43170 0.88822 -0.62084 -0.29
N 0.68655 2.09855 0.06936 -0.63
C -0.38967 -0.49516 1.37692 0.12
C 1.06143 -1.55573 -0.48152 -0.61
C -0.89460 0.69070 -1.13524 -0.42
C 0.82570 -0.21651 0.25354 -0.09
H -0.70813 0.25191 2.07384 0.14
H 1.89152 -1.36916 -1.16203 0.21
H 0.08099 2.25672 0.82266 0.31
H 0.36616 2.75464 -0.63399 0.34
H -1.64690 1.11185 -0.52361 0.17
H -1.83258 -1.68378 1.96726 0.35
H 0.37725 -1.77393 -1.16788 0.20
H -0.97255 1.39958 -1.98077 0.19
H 1.78390 -0.17825 0.86292 0.23
H 1.19785 -2.45469 0.28735 0.23
H -1.13460 -0.24486 -1.29260 0.21
```



<D>
One molecule with the formula C4H11N3, computed with wB97M-V/def2-TZVPD.

Structure (SMILES): C=C[C@H](N)N(C)N
Kohn-Sham gap in eV: 9.870
E_LUMO in eV: 1.23
2S+1: 1

XYZ file:
```
18
Properties=species:S:1:pos:R:3:nbo_charge:R:1
N 0.98608 -1.22104 0.93852 -0.65
N 0.64829 -0.45333 -0.16422 -0.27
N -0.54822 1.41377 -0.98442 -0.84
C -1.54836 -0.07347 0.86166 -0.18
C -0.15540 0.65570 0.16414 0.10
C -2.32253 -0.94615 0.24431 -0.43
C 2.00129 0.30080 -0.80123 -0.47
H 2.47130 -0.47387 -1.40444 0.20
H -1.75858 0.25438 1.87466 0.18
H -2.05924 -1.30072 -0.74294 0.19
H 2.66092 0.60501 0.02070 0.17
H -0.89250 0.78852 -1.70512 0.37
H -3.25308 -1.30174 0.66849 0.20
H 1.54691 -0.72418 1.63430 0.32
H -1.28571 2.06554 -0.74447 0.37
H 0.25546 1.32292 0.93793 0.15
H 1.80005 1.15570 -1.43776 0.23
H 1.45331 -2.06785 0.63988 0.36
```



Here are the energies relative to the best structure, in eV: <A> 0.000; <B> 5.884; <C> 2.863; <D> 2.327.